1.
Below is a single C24H19ClN2 molecule, with properties calculated with wB97M-V/def2-TZVPD.

ORCA input file:
```
! RIJCOSX wB97M-V def2-TZVPD def2/J DEFGRID3
* xyz 0 1
C -5.62421 5.90182 -1.14228
Cl 3.38673 -2.68312 6.55801
N -4.77174 5.13875 -1.11311
C 3.11367 -1.57659 4.20757
C 1.59990 -3.32142 4.68730
C -2.73871 4.30516 0.09093
C -3.78631 2.98919 -1.54701
C -1.85653 3.25305 0.40751
C -2.90319 1.92499 -1.34032
C -0.72613 0.56392 1.30759
C -0.08304 0.42630 -1.14512
C 2.87490 -1.56968 2.86574
C 1.32134 -3.49323 3.31588
C -0.08304 -0.57203 1.59335
C 2.61000 -2.48359 5.06743
C -3.73168 4.21143 -0.87136
C -1.98466 2.05487 -0.31029
C -0.83978 1.08832 -0.09426
C 0.65305 -0.79096 -0.75418
C 1.95899 -2.60134 2.36563
C 0.70647 -1.26430 0.63337
N 1.62598 -3.01067 -1.29655
C 1.33030 -1.65560 -1.86141
C 0.58878 -3.92783 -0.88930
C 2.52871 -2.80522 -0.13124
C 0.46633 -3.79142 0.63868
C 1.40331 -2.57599 0.89592
H 3.83288 -0.90898 4.64527
H 1.02978 -3.86537 5.42936
H -2.58947 5.28379 0.65019
H -4.57274 2.91260 -2.28835
H -0.98536 3.40370 0.99375
H -3.09879 1.16491 -2.10698
H -1.35264 0.99552 2.06631
H -0.21465 0.86052 -2.13904
H 3.19694 -0.78636 2.16840
H 0.60862 -4.23790 3.10269
H -0.31219 -0.97804 2.55051
H 0.62265 -1.72871 -2.80445
H 2.30047 -1.21686 -2.25438
H 0.88905 -4.94852 -1.23186
H -0.35212 -3.78934 -1.38217
H 3.21030 -1.91090 -0.22706
H 3.26445 -3.61324 -0.00216
H 0.76279 -4.74958 1.16009
H -0.57885 -3.67155 0.89313
*
```

- strongest force on any atom (eV/A) = 4.43
- gap between HOMO and LUMO (eV) = 8.3397
- E_HOMO (eV) = -8.19



2.
Below is 9 unconnected molecules or ions with the total composition C20H58N4O9, with properties calculated with wB97M-V/def2-TZVPD.

ORCA input file:
```
! RIJCOSX wB97M-V def2-TZVPD def2/J DEFGRID3
* xyz 0 1
N -3.60585 2.90955 -3.69014
C -3.20834 2.77265 -2.39052
N -2.07155 2.04457 -2.23731
O -3.84367 3.21201 -1.42934
H -4.01107 3.80267 -3.91827
H -3.02638 2.47474 -4.38488
H -1.66255 1.86737 -1.33977
H -1.47275 2.05321 -3.04299
N 1.27219 -3.99029 -1.79201
C 1.80296 -3.54212 -2.95374
N 1.02671 -2.62340 -3.57917
O 2.83962 -3.97811 -3.46595
H 1.74213 -4.68240 -1.23746
H 0.41390 -3.65749 -1.37090
H 0.35520 -2.15385 -2.99227
H 1.44055 -2.19682 -4.38922
C 4.91598 1.88236 -0.78861
C 3.87653 1.91383 0.34665
C 4.42432 1.84402 1.74603
O 3.05479 3.06186 0.12715
H 5.61820 1.05598 -0.82726
H 5.49750 2.80729 -0.70144
H 4.31874 2.05574 -1.68430
H 3.21077 1.05809 0.25570
H 4.81852 2.81391 2.06553
H 5.25130 1.13190 1.73252
H 3.67867 1.48952 2.45700
H 3.24827 3.70931 0.81327
C -6.37172 0.27232 -2.50417
C -5.77152 -1.14748 -2.68635
C -4.79207 -1.49495 -1.56270
O -6.77685 -2.12711 -2.80028
H -6.25169 0.63060 -1.48371
H -7.41189 0.31021 -2.82343
H -5.80432 0.92231 -3.17367
H -5.21151 -1.23518 -3.62069
H -3.77777 -1.15385 -1.78127
H -4.81650 -2.57224 -1.40330
H -5.04762 -0.99166 -0.62574
H -7.38707 -2.11706 -2.05674
C 0.57777 5.66167 1.11699
C -0.31940 4.48332 0.79213
C -1.74088 4.91518 0.63600
O 0.10842 3.76138 -0.39587
H 1.57733 5.21347 1.15865
H 0.33786 6.02926 2.11181
H 0.60273 6.37338 0.29380
H -0.12590 3.69090 1.52591
H -2.36526 4.10866 0.23790
H -1.85947 5.73913 -0.06593
H -2.13656 5.09903 1.63626
H 1.02080 3.47166 -0.25222
C -3.33826 -1.68913 3.22540
C -2.42216 -0.94752 4.18975
C -3.09280 -0.52507 5.50274
O -1.33142 -1.78090 4.54179
H -2.81378 -2.07903 2.35649
H -4.11976 -0.97401 2.94532
H -3.92957 -2.48603 3.68756
H -2.05943 -0.04195 3.69623
H -3.95771 0.10779 5.28151
H -2.39837 0.05123 6.11164
H -3.42888 -1.38452 6.08579
H -1.68730 -2.60244 4.89438
C 6.58700 -3.72860 0.13116
C 5.54757 -2.65588 -0.10731
C 4.19302 -3.04305 0.48300
O 5.89683 -1.39336 0.47756
H 6.44246 -4.58297 -0.53316
H 6.63417 -4.16997 1.13087
H 7.60681 -3.36878 -0.03452
H 5.45470 -2.58416 -1.19359
H 3.86660 -4.07255 0.35877
H 3.39303 -2.40006 0.09814
H 4.12787 -2.72010 1.52726
H 6.76003 -1.12337 0.14726
C -1.08938 0.06684 0.30748
C -0.25415 -0.60214 -0.79268
C 1.22393 -0.35633 -0.56686
O -0.51086 -1.98623 -0.78777
H -1.20606 1.15339 0.28569
H -0.71712 -0.23204 1.29177
H -2.14966 -0.20717 0.31982
H -0.59834 -0.17705 -1.73915
H 1.41730 0.70195 -0.74925
H 1.74001 -0.99621 -1.28497
H 1.56316 -0.60308 0.44052
H -0.23647 -2.35326 0.07100
O 0.52413 -3.65898 1.49251
H 1.07200 -4.24370 0.95840
H 1.12920 -3.29061 2.14782
*
```

- strongest force on any atom (eV/A) = 2.26
- gap between HOMO and LUMO (eV) = 9.9659
- structure (SMILES) = NC(N)=O.NC(N)=O.CC(C)O.CC(C)O.CC(C)O.CC(C)O.CC(C)O.CC(C)O.O
- ΔE to the lowest compared entry with this formula, charge and spin (kJ/mol) = 20.2
- E_HOMO (eV) = -9.72



3.
Below is 11 unconnected molecules or ions with the total composition C40H109N7O11, with properties calculated with wB97M-V/def2-TZVPD.

ORCA input file:
```
! RIJCOSX wB97M-V def2-TZVPD def2/J DEFGRID3
* xyz 0 1
C 1.77238 -3.02084 -1.52383
O 2.15500 -4.10499 -0.75900
C 3.67286 -4.13771 -0.55579
C 4.11618 -5.52053 -0.07858
C 3.74786 -5.94683 1.31542
N 5.60669 -5.44264 -0.19562
H 0.68427 -3.10460 -1.62609
H 2.19920 -3.05354 -2.54418
H 2.12325 -2.09770 -1.05264
H 4.11052 -3.92184 -1.54036
H 3.94162 -3.36490 0.17582
H 3.64445 -6.18575 -0.81167
H 2.66663 -5.99594 1.31450
H 4.19367 -5.29289 2.05821
H 4.12655 -6.96133 1.42336
H 5.98548 -6.31316 0.17253
H 5.95359 -5.29657 -1.14756
C 1.72310 8.24421 -2.56588
O 2.27340 6.92428 -2.50895
C 1.28496 5.93984 -2.58989
C 1.88442 4.54261 -2.30766
C 0.85614 3.44721 -2.54528
N 2.35659 4.48270 -0.93185
H 2.61153 8.85299 -2.64592
H 1.16418 8.42148 -1.63994
H 1.08793 8.34746 -3.45225
H 0.47227 6.18413 -1.89222
H 0.85579 5.83747 -3.59758
H 2.72135 4.35375 -3.00767
H -0.00834 3.58832 -1.88521
H 1.28738 2.50108 -2.20720
H 0.51302 3.36308 -3.57756
H 2.78620 5.35758 -0.60008
H 3.12696 3.82844 -0.94861
C -0.32473 -2.81902 7.25261
O -1.24586 -3.09909 6.27020
C -1.31433 -2.03254 5.29471
C -2.40910 -2.29300 4.25018
C -2.05939 -3.43464 3.32940
N -2.67437 -1.03536 3.50037
H 0.60960 -2.45711 6.79239
H -0.15881 -3.76864 7.75095
H -0.65824 -1.95853 7.83538
H -1.53550 -1.07847 5.79103
H -0.36064 -1.90188 4.74742
H -3.27010 -2.55494 4.89278
H -2.01464 -4.37083 3.88811
H -1.09997 -3.19523 2.85936
H -2.80162 -3.61384 2.54860
H -1.81668 -0.68227 3.06137
H -3.32774 -1.20655 2.73513
C 1.17817 -4.31603 -5.39216
O -0.08479 -3.76402 -5.09462
C -0.85392 -4.53246 -4.13639
C -2.31047 -4.14586 -4.15872
C -2.61299 -2.76420 -3.56694
N -3.14344 -5.11496 -3.38780
H 1.86580 -4.19697 -4.54819
H 1.53506 -3.74342 -6.24652
H 1.15663 -5.37752 -5.67233
H -0.76162 -5.60781 -4.33933
H -0.52941 -4.43511 -3.08936
H -2.59582 -4.07034 -5.20627
H -2.04843 -1.89064 -3.89202
H -2.33897 -2.90036 -2.51648
H -3.67415 -2.52821 -3.61578
H -2.85423 -5.11879 -2.40849
H -3.13553 -6.06010 -3.75138
C -1.04108 1.92428 7.37857
O -0.38928 2.57451 6.30726
C -0.00771 1.78153 5.24794
C 0.94663 2.46336 4.26962
C 0.29049 3.60282 3.49917
N 1.45893 1.50413 3.29552
H -1.92997 1.37681 7.04231
H -1.43390 2.72755 8.00434
H -0.45801 1.26143 8.02901
H 0.60987 0.96313 5.64453
H -0.86155 1.33934 4.70398
H 1.70783 2.87683 4.94362
H 1.07899 4.05065 2.89212
H -0.19434 4.37993 4.09073
H -0.38801 3.15714 2.77380
H 2.02185 0.73446 3.66920
H 2.02377 2.00887 2.59264
C 5.57123 3.19674 -2.05597
O 4.79413 2.92603 -0.82208
C 5.57060 2.91552 0.35805
C 4.73314 2.24772 1.41359
C 4.29096 0.82782 1.10000
N 3.53634 3.04963 1.73098
H 4.91752 3.31109 -2.91388
H 6.18689 2.29892 -2.13594
H 6.26271 4.02145 -1.88655
H 6.46270 2.31198 0.14580
H 5.83271 3.93581 0.65996
H 5.35461 2.25715 2.31599
H 3.81618 0.87810 0.12641
H 3.69306 0.37827 1.88684
H 5.18678 0.19833 1.00986
H 2.90292 3.16840 0.93666
H 3.76803 3.98932 2.05415
C 5.20948 -0.60390 -1.84425
O 3.94832 -0.68194 -2.51104
C 3.65051 0.34672 -3.36863
C 2.37003 0.03201 -4.15679
C 2.48730 -1.17238 -5.05599
N 1.99388 1.16684 -5.01074
H 6.01876 -0.99284 -2.47395
H 5.11792 -1.23072 -0.96266
H 5.43881 0.43818 -1.58359
H 3.46458 1.30975 -2.85648
H 4.51016 0.47933 -4.05031
H 1.55882 -0.12797 -3.43204
H 2.81652 -2.02277 -4.46814
H 3.23591 -0.97395 -5.82557
H 1.51290 -1.44466 -5.46676
H 1.79827 1.94377 -4.39894
H 1.16145 0.99915 -5.57381
C -2.91348 2.91256 1.30938
C -4.14122 3.64117 1.69944
C -4.18951 3.88591 3.25625
O -4.18141 4.99405 1.09761
H -2.11125 3.65216 1.39291
H -2.95558 2.62006 0.25158
H -2.72459 2.03000 1.91663
H -4.96320 3.01903 1.34650
H -4.44289 2.94321 3.74837
H -4.98143 4.58885 3.50241
H -3.23543 4.21465 3.69103
H -4.41019 4.85822 0.17210
C -4.15776 -3.98679 0.11543
C -4.91929 -2.72663 -0.10126
C -6.43650 -2.81127 -0.10264
O -4.50018 -1.73096 0.85118
H -4.48489 -4.80555 -0.52048
H -4.30161 -4.27008 1.15990
H -3.10103 -3.76541 0.00400
H -4.69147 -2.24250 -1.04733
H -6.72035 -3.27339 0.84758
H -6.90513 -3.38256 -0.91379
H -6.77456 -1.77087 -0.06431
H -5.14514 -1.85843 1.56358
C -4.54829 0.50636 -2.54071
C -5.96312 0.76434 -2.12891
C -6.14896 1.36029 -0.75777
O -6.48866 1.71868 -3.13525
H -4.61739 0.22563 -3.59391
H -4.19859 -0.30551 -1.91168
H -3.97192 1.42405 -2.38674
H -6.46840 -0.20825 -2.17229
H -5.47858 2.21170 -0.61297
H -5.95909 0.63948 0.03551
H -7.19642 1.66944 -0.67709
H -7.29871 2.12591 -2.80844
C -1.68080 -0.77186 0.07317
C -0.35167 -0.28583 0.62393
C 0.15917 0.96278 -0.09173
O -0.53596 -0.04679 2.04787
H -1.62755 -0.89054 -1.01846
H -2.49312 -0.08146 0.30542
H -1.94087 -1.70006 0.57321
H 0.42357 -1.03450 0.43940
H -0.60619 1.74492 -0.01808
H 0.57761 0.84165 -1.08939
H 0.94679 1.36485 0.55333
H 0.21983 0.53954 2.34889
*
```

- strongest force on any atom (eV/A) = 3.38
- gap between HOMO and LUMO (eV) = 8.7814
- structure (SMILES) = COC[C@H](C)N.COC[C@H](C)N.COC[C@H](C)N.COC[C@H](C)N.COC[C@H](C)N.COC[C@H](C)N.COC[C@H](C)N.CC(C)O.CC(C)O.CC(C)O.CC(C)O
- ΔE to the lowest compared entry with this formula, charge and spin (kJ/mol) = 119.9
- E_HOMO (eV) = -8.25